Density functional theory data (ωB97M-V/def2-TZVPD) for 11 unconnected molecules or ions with the total composition C41H70Cl12N8.

**SMILES**: ClC(Cl)(Cl)Cl.ClC(Cl)(Cl)Cl.ClC(Cl)(Cl)Cl.c1cc[nH]c1.c1cc[nH]c1.c1cc[nH]c1.c1cc[nH]c1.c1cc[nH]c1.CCN(CC)CC.CCN(CC)CC.CCN(CC)CC
**E_tot**: -205839.659 eV
**Relative energy (zero: lowest compared OMol25 entry of this formula, charge and spin)**: 0.000 eV
**HOMO**: -7.855 eV
**HOMO-LUMO gap**: 7.99 eV

Element x y z (Å)
C (4.38, -3.78, -1.63)
C (4.99, -4.99, -0.94)
N (6.34, -4.76, -0.42)
C (6.40, -3.70, 0.58)
C (5.58, -3.96, 1.85)
C (7.01, -6.00, -0.07)
C (7.26, -6.90, -1.28)
H (3.35, -3.90, -1.97)
H (4.95, -3.53, -2.53)
H (4.39, -2.91, -0.98)
H (4.35, -5.36, -0.12)
H (4.97, -5.84, -1.61)
H (7.44, -3.48, 0.83)
H (6.08, -2.79, 0.06)
H (6.10, -4.73, 2.42)
H (5.52, -3.05, 2.45)
H (4.54, -4.26, 1.74)
H (6.46, -6.54, 0.72)
H (8.00, -5.79, 0.32)
H (7.70, -6.33, -2.10)
H (6.36, -7.40, -1.64)
H (8.01, -7.65, -1.02)
C (-6.84, 2.73, -3.07)
C (-6.00, 3.14, -1.88)
N (-5.46, 1.99, -1.14)
C (-6.53, 1.27, -0.45)
C (-6.06, 0.06, 0.35)
C (-4.34, 2.34, -0.26)
C (-4.72, 3.23, 0.93)
H (-7.79, 2.26, -2.84)
H (-6.28, 1.97, -3.63)
H (-7.03, 3.55, -3.77)
H (-5.19, 3.82, -2.14)
H (-6.60, 3.73, -1.17)
H (-7.17, 1.91, 0.18)
H (-7.19, 0.91, -1.24)
H (-6.92, -0.48, 0.75)
H (-5.46, -0.62, -0.27)
H (-5.41, 0.35, 1.18)
H (-3.61, 2.90, -0.84)
H (-3.83, 1.41, 0.01)
H (-5.68, 2.99, 1.39)
H (-4.80, 4.25, 0.54)
H (-3.96, 3.32, 1.70)
C (-2.48, -0.93, 0.49)
C (-1.31, 0.04, 0.71)
N (-0.11, -0.41, 0.00)
C (1.07, 0.37, 0.43)
C (2.36, -0.19, -0.17)
C (-0.21, -0.51, -1.46)
C (-0.36, 0.84, -2.16)
H (-2.10, -1.91, 0.76)
H (-2.91, -0.94, -0.50)
H (-3.26, -0.69, 1.22)
H (-1.56, 1.03, 0.31)
H (-1.07, 0.06, 1.77)
H (0.94, 1.45, 0.24)
H (1.17, 0.28, 1.52)
H (3.24, 0.15, 0.39)
H (2.34, -1.28, -0.16)
H (2.50, 0.12, -1.21)
H (-1.10, -1.10, -1.68)
H (0.64, -1.09, -1.83)
H (-1.19, 1.38, -1.70)
H (-0.67, 0.71, -3.19)
H (0.55, 1.43, -2.01)
C (5.97, 0.12, 2.88)
Cl (6.51, 0.00, 1.17)
Cl (4.24, -0.28, 2.89)
Cl (6.83, -1.07, 3.81)
Cl (6.23, 1.71, 3.62)
C (4.45, 0.87, -4.19)
Cl (4.71, 2.62, -4.24)
Cl (5.25, 0.12, -2.82)
Cl (2.69, 0.57, -4.13)
Cl (5.07, 0.18, -5.69)
C (1.00, 2.10, 4.84)
Cl (-0.26, 3.08, 4.05)
Cl (2.58, 2.54, 4.16)
Cl (1.07, 2.34, 6.58)
Cl (0.64, 0.41, 4.44)
N (0.73, -3.08, 0.98)
C (0.20, -4.10, 0.22)
C (0.41, -5.26, 0.95)
C (1.09, -4.94, 2.12)
C (1.31, -3.58, 2.10)
H (0.75, -2.09, 0.68)
H (-0.35, -3.87, -0.67)
H (0.01, -6.23, 0.68)
H (1.40, -5.62, 2.91)
H (1.74, -2.86, 2.78)
N (-1.76, 4.73, -1.80)
C (-2.55, 5.56, -1.03)
C (-2.28, 5.28, 0.28)
C (-1.33, 4.26, 0.33)
C (-0.96, 3.97, -0.98)
H (-1.68, 4.81, -2.79)
H (-3.17, 6.27, -1.55)
H (-2.69, 5.80, 1.13)
H (-0.95, 3.79, 1.22)
H (-0.20, 3.33, -1.40)
N (-4.06, 0.15, -2.98)
C (-4.00, -1.21, -3.00)
C (-3.35, -1.58, -4.16)
C (-2.98, -0.40, -4.80)
C (-3.45, 0.69, -4.08)
H (-4.41, 0.63, -2.15)
H (-4.52, -1.78, -2.24)
H (-3.24, -2.60, -4.50)
H (-2.46, -0.39, -5.75)
H (-3.34, 1.76, -4.10)
N (3.62, 5.33, -0.83)
C (2.73, 4.59, -0.12)
C (3.18, 3.28, -0.16)
C (4.39, 3.28, -0.91)
C (4.58, 4.56, -1.41)
H (3.48, 6.31, -1.00)
H (1.82, 5.05, 0.24)
H (2.76, 2.40, 0.29)
H (5.02, 2.42, -1.09)
H (5.31, 5.03, -2.05)
N (-4.08, -0.50, 5.55)
C (-3.86, 0.07, 4.32)
C (-4.85, 0.99, 4.09)
C (-5.70, 0.99, 5.24)
C (-5.24, 0.00, 6.08)
H (-3.63, -1.30, 5.95)
H (-3.03, -0.24, 3.71)
H (-4.93, 1.65, 3.24)
H (-6.59, 1.56, 5.42)
H (-5.69, -0.42, 6.96)


Density functional theory data (ωB97M-V/def2-TZVPD) for 6 unconnected molecules or ions with the total composition C28H64BrClN2O14PS.

**Charge**: -1
**E_tot**: -164399.647 eV
**HOMO**: -5.061 eV
**HOMO-LUMO gap**: 7.10 eV

Element x y z (Å)
C (-0.77, 0.07, -0.37)
C (-1.99, 0.60, -0.15)
N (-2.48, 1.89, -0.50)
Br (-1.02, 3.12, -0.47)
C (-3.25, 1.83, -1.79)
C (-4.72, 2.12, -1.43)
C (-5.35, 1.14, -0.45)
C (-6.70, 1.65, 0.08)
C (-7.91, 1.50, -0.84)
S (-8.16, -0.07, -1.61)
O (-9.54, -0.18, -2.00)
O (-7.19, -0.24, -2.63)
Cl (-7.77, -1.42, -0.13)
P (-2.85, 3.15, -3.03)
N (-3.31, 4.59, -2.59)
C (-3.05, 0.48, -2.58)
O (-3.67, -0.53, -2.22)
O (-2.25, 0.62, -3.54)
H (0.17, 0.51, -0.08)
H (-0.75, -0.94, -0.78)
H (-2.73, 0.03, 0.40)
H (-5.32, 2.26, -2.33)
H (-4.69, 3.09, -0.93)
H (-4.70, 1.07, 0.42)
H (-5.43, 0.14, -0.87)
H (-6.58, 2.73, 0.25)
H (-6.91, 1.22, 1.06)
H (-8.82, 1.69, -0.26)
H (-7.92, 2.21, -1.67)
H (-3.58, 2.70, -4.13)
H (-1.50, 3.03, -3.37)
H (-2.52, 5.23, -2.58)
C (2.29, 1.58, 2.45)
O (0.98, 1.07, 2.61)
C (0.94, -0.19, 3.24)
C (0.53, -0.07, 4.69)
O (1.51, 0.61, 5.46)
C (1.18, 1.96, 5.72)
H (2.20, 2.63, 2.14)
H (2.86, 1.54, 3.38)
H (2.83, 1.03, 1.67)
H (1.90, -0.71, 3.16)
H (0.19, -0.79, 2.71)
H (0.42, -1.07, 5.12)
H (-0.44, 0.44, 4.77)
H (0.38, 2.03, 6.46)
H (0.88, 2.48, 4.81)
H (2.07, 2.44, 6.13)
C (-7.98, -5.56, -4.27)
O (-7.92, -5.49, -2.86)
C (-6.77, -6.10, -2.31)
C (-5.71, -5.08, -1.94)
O (-5.17, -4.45, -3.08)
C (-5.69, -3.13, -3.28)
H (-8.78, -4.90, -4.60)
H (-7.04, -5.24, -4.73)
H (-8.21, -6.58, -4.59)
H (-6.35, -6.84, -3.00)
H (-7.09, -6.63, -1.40)
H (-4.88, -5.61, -1.44)
H (-6.11, -4.35, -1.23)
H (-5.28, -2.44, -2.55)
H (-6.78, -3.12, -3.24)
H (-5.37, -2.81, -4.27)
C (4.77, -0.91, -0.25)
O (5.31, 0.20, 0.44)
C (6.67, 0.04, 0.81)
C (7.58, 0.79, -0.13)
O (7.57, 0.25, -1.44)
C (6.75, 0.99, -2.34)
H (3.80, -0.61, -0.65)
H (5.41, -1.23, -1.07)
H (4.61, -1.75, 0.44)
H (6.94, -1.02, 0.84)
H (6.78, 0.44, 1.82)
H (8.61, 0.71, 0.24)
H (7.31, 1.85, -0.14)
H (7.23, 1.94, -2.59)
H (5.76, 1.18, -1.93)
H (6.65, 0.39, -3.25)
C (6.10, 5.05, -3.74)
O (6.11, 4.45, -2.46)
C (6.77, 5.23, -1.48)
C (5.78, 5.95, -0.59)
O (5.05, 6.93, -1.30)
C (3.74, 6.52, -1.65)
H (5.41, 4.49, -4.37)
H (5.77, 6.09, -3.69)
H (7.10, 5.01, -4.20)
H (7.46, 5.94, -1.94)
H (7.36, 4.54, -0.86)
H (6.34, 6.47, 0.20)
H (5.11, 5.23, -0.12)
H (3.10, 6.50, -0.76)
H (3.74, 5.53, -2.11)
H (3.35, 7.25, -2.35)
C (0.39, -4.98, 4.27)
O (1.21, -3.86, 3.99)
C (2.21, -3.64, 4.98)
C (3.56, -4.13, 4.51)
O (3.59, -5.54, 4.36)
C (3.48, -5.96, 3.01)
H (-0.20, -5.18, 3.37)
H (0.99, -5.86, 4.51)
H (-0.29, -4.76, 5.09)
H (1.93, -4.12, 5.92)
H (2.27, -2.56, 5.15)
H (4.31, -3.87, 5.26)
H (3.84, -3.63, 3.57)
H (4.41, -5.76, 2.46)
H (2.64, -5.48, 2.50)
H (3.31, -7.04, 3.02)


Density functional theory data (ωB97M-V/def2-TZVPD) for 12 unconnected molecules or ions with the total composition C45H101N4O25.

**Charge**: +1
**E_tot**: -105440.882 eV
**HOMO**: -10.961 eV
**HOMO-LUMO gap**: 9.35 eV

Element x y z (Å)
C (-0.96, 2.67, -2.22)
C (0.19, 1.65, -2.18)
N (-0.14, 0.56, -1.26)
C (-0.98, -0.53, -1.47)
C (-0.94, -1.36, -0.40)
N (-0.18, -0.71, 0.59)
C (0.27, 0.48, 0.05)
C (0.17, -1.33, 1.87)
H (-1.08, 3.06, -1.21)
H (-1.87, 2.25, -2.65)
H (-0.71, 3.54, -2.83)
H (1.13, 2.11, -1.86)
H (0.49, 1.30, -3.17)
H (-1.42, -0.63, -2.45)
H (-1.35, -2.34, -0.23)
H (0.90, 1.21, 0.54)
H (-0.46, -2.19, 2.08)
H (0.26, -0.70, 2.76)
H (1.11, -1.81, 1.64)
C (-1.84, 4.07, -5.60)
C (-0.31, 4.16, -5.81)
O (0.32, 2.94, -5.49)
C (1.63, 2.75, -5.66)
O (2.21, 1.68, -5.39)
O (2.27, 3.86, -6.20)
C (3.64, 3.83, -6.52)
H (-2.14, 4.00, -4.56)
H (-2.30, 3.22, -6.12)
H (-2.35, 4.98, -5.89)
H (0.15, 5.00, -5.28)
H (-0.03, 4.53, -6.80)
H (4.15, 3.76, -5.57)
H (3.93, 4.69, -7.12)
H (4.01, 2.93, -7.02)
C (-4.01, -3.13, -6.33)
C (-3.56, -3.20, -4.92)
O (-4.65, -3.04, -4.04)
C (-4.29, -2.88, -2.72)
O (-3.18, -3.00, -2.20)
O (-5.36, -2.45, -2.11)
C (-5.27, -1.85, -0.80)
H (-4.94, -3.70, -6.49)
H (-3.21, -3.42, -7.00)
H (-4.27, -2.08, -6.48)
H (-2.87, -2.37, -4.79)
H (-3.07, -4.15, -4.73)
H (-4.51, -1.08, -0.82)
H (-5.05, -2.62, -0.06)
H (-6.20, -1.34, -0.55)
C (-7.21, 0.65, 1.70)
C (-6.46, 0.23, 2.98)
O (-5.26, -0.55, 2.66)
C (-4.10, 0.05, 2.18)
O (-3.23, -0.66, 1.80)
O (-4.12, 1.38, 2.25)
C (-3.06, 2.06, 1.66)
H (-8.16, 1.05, 2.07)
H (-7.42, -0.25, 1.12)
H (-6.79, 1.49, 1.14)
H (-7.18, -0.39, 3.50)
H (-6.26, 1.01, 3.72)
H (-2.15, 1.52, 1.41)
H (-2.71, 2.91, 2.24)
H (-3.34, 2.46, 0.69)
C (-5.32, 2.18, -3.50)
C (-5.00, 0.68, -3.66)
O (-4.57, 0.48, -5.02)
C (-3.25, 0.50, -5.34)
O (-2.34, 0.73, -4.61)
O (-3.18, 0.27, -6.68)
C (-1.93, 0.35, -7.32)
H (-5.80, 2.60, -4.39)
H (-4.37, 2.70, -3.35)
H (-5.97, 2.46, -2.67)
H (-5.89, 0.12, -3.38)
H (-4.27, 0.26, -2.96)
H (-1.46, 1.33, -7.21)
H (-2.14, 0.16, -8.37)
H (-1.30, -0.45, -6.95)
C (1.25, -1.50, 5.52)
C (2.39, -1.35, 6.48)
O (3.43, -0.46, 6.04)
C (4.35, 0.10, 6.90)
O (4.17, 0.32, 8.06)
O (5.43, 0.52, 6.19)
C (6.61, 0.92, 6.90)
H (0.80, -0.53, 5.33)
H (0.71, -2.38, 5.88)
H (1.61, -1.84, 4.55)
H (2.82, -2.33, 6.67)
H (2.03, -0.99, 7.45)
H (6.90, 0.27, 7.73)
H (6.50, 1.92, 7.32)
H (7.45, 0.92, 6.20)
C (3.47, -3.96, 4.02)
C (4.24, -2.70, 3.68)
O (3.52, -1.91, 2.69)
C (4.12, -0.82, 2.12)
O (5.14, -0.21, 2.56)
O (3.36, -0.38, 1.15)
C (3.69, 0.77, 0.45)
H (3.42, -4.55, 3.10)
H (2.45, -3.77, 4.34)
H (3.95, -4.55, 4.79)
H (5.18, -2.99, 3.21)
H (4.39, -2.10, 4.58)
H (3.91, 1.63, 1.09)
H (2.88, 1.04, -0.23)
H (4.58, 0.64, -0.17)
C (5.42, -2.38, -1.48)
O (4.63, -3.36, -0.81)
C (3.27, -3.19, -0.83)
C (2.60, -4.05, 0.24)
N (1.08, -4.14, 0.18)
C (0.61, -5.17, 1.11)
C (-0.96, -5.25, 1.06)
O (-1.52, -4.20, 1.78)
C (-2.91, -4.01, 1.62)
H (5.22, -2.41, -2.55)
H (6.43, -2.77, -1.39)
H (5.36, -1.40, -1.00)
H (2.87, -3.44, -1.81)
H (3.01, -2.15, -0.67)
H (2.94, -3.69, 1.21)
H (3.04, -5.05, 0.18)
H (0.92, -4.40, -0.78)
H (0.92, -5.02, 2.14)
H (0.90, -6.16, 0.76)
H (-1.33, -6.20, 1.44)
H (-1.17, -5.17, -0.01)
H (-3.37, -3.17, 2.13)
H (-3.48, -4.91, 1.88)
H (-3.12, -3.92, 0.56)
C (2.69, 4.25, -2.31)
O (2.85, 3.75, -1.01)
C (2.42, 4.63, 0.03)
C (3.01, 4.34, 1.39)
N (2.17, 3.27, 1.99)
C (2.67, 2.83, 3.28)
C (1.55, 2.05, 3.95)
O (0.30, 2.78, 4.19)
C (-0.81, 1.98, 4.63)
H (3.32, 5.12, -2.48)
H (1.73, 4.74, -2.48)
H (2.84, 3.45, -3.04)
H (1.34, 4.68, 0.00)
H (2.77, 5.63, -0.25)
H (2.99, 5.21, 2.05)
H (4.05, 4.01, 1.29)
H (1.26, 3.68, 2.15)
H (2.90, 3.64, 3.97)
H (3.54, 2.18, 3.13)
H (1.95, 1.61, 4.87)
H (1.39, 1.20, 3.29)
H (-0.93, 1.07, 4.04)
H (-1.74, 2.53, 4.54)
H (-0.68, 1.68, 5.67)
C (-0.28, -4.92, 4.63)
O (-0.18, -3.65, 4.03)
H (0.51, -5.64, 4.40)
H (-0.19, -4.82, 5.71)
H (-1.22, -5.44, 4.44)
H (-0.55, -3.69, 3.14)
C (1.54, -1.60, -3.72)
O (2.46, -0.53, -3.77)
H (0.62, -1.38, -4.26)
H (2.09, -2.39, -4.22)
H (1.35, -1.92, -2.70)
H (2.24, 0.01, -4.53)
C (-1.29, 5.19, 2.71)
O (-0.66, 4.51, 1.66)
H (-1.71, 4.47, 3.40)
H (-0.67, 5.97, 3.16)
H (-2.17, 5.71, 2.35)
H (-0.63, 5.03, 0.85)


Density functional theory data (ωB97M-V/def2-TZVPD) for a single C4H9NO molecule.

**SMILES**: C[C@@]1(CO)CN1
**E_tot**: -7829.872 eV
**Relative energy (zero: lowest compared OMol25 entry of this formula, charge and spin)**: 2.448 eV
**HOMO**: -9.743 eV
**HOMO-LUMO gap**: 10.72 eV

Element x y z (Å)
C (0.93, 1.08, 0.87)
C (0.07, 0.19, -0.04)
C (-1.47, 0.21, 0.06)
O (-2.14, -0.47, -0.97)
C (0.86, -0.51, -1.10)
N (0.29, -1.27, 0.00)
H (1.78, 0.49, 1.24)
H (1.39, 1.95, 0.37)
H (0.38, 1.45, 1.73)
H (-1.66, -0.30, 1.02)
H (-1.93, 1.20, 0.12)
H (-1.87, -1.40, -0.91)
H (1.94, -0.41, -1.05)
H (0.47, -0.71, -2.10)
H (0.94, -1.49, 0.74)